A cluster of 11 separate species, C3H27NO13 in total in a non-equilibrium geometry. Source: the OMol25 dataset; level of theory: ωB97M-V with the def2-TZVPD basis set.

Output
SMILES: N[C@@H](CO)C(=O)O.O.O.O.O.O.O.O.O.O.O
E_HOMO (eV): -9.891
Frontier orbital gap (eV): 9.97
ΔE to the lowest compared entry with this formula, charge and spin (kcal per mole): 0.0

Each line ends with the Löwdin charge.
Positions of all 44 atoms, in Å:
1 O 1.870983 -0.630054 2.674486  0.13
2 C 1.857056 0.144490 1.752722  -0.46
3 O 2.922012 0.189711 0.905493  0.08
4 C 0.735297 1.039330 1.294822  -0.27
5 C 0.238721 0.494791 -0.055532  -0.17
6 O -0.800070 1.377461 -0.478438  -0.13
7 N 1.215757 2.429502 1.284654  0.10
8 H 3.719658 -0.274829 1.228483  0.15
9 H -0.072584 0.944574 2.041930  0.14
10 H -0.216657 -0.535310 0.063177  0.13
11 H 1.013457 0.522080 -0.858326  0.11
12 H -1.294595 0.904071 -1.198437  0.08
13 H 1.675844 2.679133 0.396213  0.07
14 H 0.505194 3.091031 1.458598  0.07
15 H -2.187613 -2.255349 -0.602867  0.02
16 H -3.325072 -1.793914 0.375262  0.07
17 O -2.474409 -2.378224 0.291164  -0.09
18 H 3.237153 1.622770 -0.945597  0.05
19 H 2.241386 2.224186 -1.899611  0.00
20 O 3.021070 1.627709 -1.900359  -0.07
21 H -2.304690 0.511957 1.974249  0.01
22 H -1.960958 1.459543 0.780165  0.03
23 O -2.689283 1.229720 1.427342  -0.09
24 H -1.794819 -1.487652 1.643657  -0.03
25 H -0.564237 -1.195742 2.585913  0.05
26 O -1.449455 -0.966173 2.328259  -0.01
27 H 0.077158 2.546949 -1.290512  0.07
28 H 0.527504 3.797684 -2.186811  0.04
29 O 0.854805 3.171574 -1.577005  -0.07
30 H 0.215987 -4.140208 0.405281  0.12
31 H -0.777105 -3.017950 0.585286  -0.03
32 O 0.122591 -3.141936 0.366320  -0.04
33 H -2.239721 -0.085840 -3.050486  0.03
34 H -1.412824 -0.979496 -2.187936  -0.03
35 O -2.022739 -0.285725 -2.203512  0.03
36 H -3.727021 -0.270934 -0.983669  0.07
37 H -3.791334 0.260893 0.548523  0.03
38 O -4.153106 -0.449670 -0.071463  -0.11
39 H 0.064905 -2.539127 -1.241193  0.00
40 H 0.845381 -1.656210 -2.256524  0.02
41 O -0.045310 -2.037348 -2.076810  -0.09
42 H 2.611068 -0.034620 -2.203419  0.01
43 H 2.711371 -1.131048 -1.135850  0.05
44 O 2.433717 -0.987645 -2.059245  -0.07

Cartesian forces (eV/Å) of the 3 atoms listed first:
-0.563 0.501 0.032
0.968 -1.352 0.338
0.432 0.647 -0.616

=====

A structure of composition C43H63As2O7P2Ti in a non-equilibrium geometry. Source: the OMol25 dataset; level of theory: ωB97M-V with the def2-TZVPD basis set.

Output
<S²>: 2.01
E_HOMO (spin up / spin down) (eV): -7.389 / -10.557
Frontier orbital gap (spin up / spin down) (eV): 5.61 / 8.77
ΔE to the lowest compared entry with this formula, charge and spin (kcal per mole): 43.8
Total charge: +1
Multiplicity: 3

Each line ends with the Mulliken spin population.
Positions of all 118 atoms, in Å:
1 Ti -0.035939 -0.195161 0.311277  1.58
2 C -2.648069 -3.524657 2.875743  0.01
3 C -3.657151 -2.398533 2.718038  0.00
4 C -4.973999 -2.717014 3.401079  0.00
5 O -3.129195 -1.175001 3.310919  -0.01
6 P -2.552120 -0.109547 2.279400  0.00
7 O -1.668493 -0.746112 1.291699  0.16
8 C -1.728440 1.099798 3.376741  0.02
9 P 0.048578 0.963549 2.959482  -0.04
10 O 0.289002 1.303647 1.546197  -0.29
11 O 0.491184 -0.509272 3.273305  0.29
12 C 0.724241 -0.931894 4.654758  0.01
13 C 2.192042 -1.285796 4.802661  -0.01
14 C -0.189116 -2.101967 4.967933  -0.01
15 O 0.864869 1.815290 4.007481  0.01
16 C 0.880973 3.249491 4.182041  0.00
17 C 2.107617 3.564954 5.022011  0.00
18 C 0.887321 3.983372 2.856070  0.00
19 O -3.766770 0.580779 1.544333  -0.03
20 C -5.001556 0.947134 2.215584  0.00
21 C -6.127423 0.703931 1.222121  0.00
22 C -4.935398 2.396333 2.677686  0.00
23 H -2.982132 -4.385571 2.303995  0.00
24 H -2.546588 -3.816136 3.919143  0.00
25 H -1.679302 -3.212931 2.491592  -0.01
26 H -3.816057 -2.208488 1.648773  0.00
27 H -4.802023 -2.897139 4.457582  0.00
28 H -5.408772 -3.606023 2.955751  0.00
29 H -5.678587 -1.897302 3.301735  0.00
30 H -1.924183 0.865756 4.421930  0.00
31 H -2.069072 2.110470 3.152597  0.00
32 H 0.487966 -0.086322 5.307405  0.00
33 H 2.457076 -2.088256 4.120475  0.00
34 H 2.389781 -1.604678 5.821850  0.00
35 H 2.809658 -0.422526 4.578262  0.00
36 H 0.075298 -2.946339 4.336697  0.00
37 H -1.227348 -1.834951 4.784462  0.00
38 H -0.074034 -2.386161 6.011632  0.00
39 H -0.017764 3.516024 4.750827  0.00
40 H 3.011035 3.366688 4.453544  0.00
41 H 2.109157 2.952022 5.918776  0.00
42 H 2.093999 4.609548 5.316987  0.00
43 H 1.719232 3.636760 2.247259  0.00
44 H 0.988328 5.050245 3.028855  0.00
45 H -0.043980 3.805072 2.322113  0.00
46 H -5.118841 0.290316 3.087744  0.00
47 H -5.988660 1.321652 0.339799  0.00
48 H -7.085181 0.941420 1.678686  0.00
49 H -6.137092 -0.338638 0.913834  0.00
50 H -4.587719 3.028184 1.863066  0.00
51 H -4.274079 2.508099 3.533315  0.00
52 H -5.921221 2.736166 2.984421  0.00
53 C 0.329876 2.834250 -0.996650  0.10
54 C 1.454688 2.057507 -1.671506  0.02
55 As 2.186746 0.561195 -0.595241  0.19
56 C 3.707567 0.085040 -1.762078  0.00
57 C 3.691846 0.275439 -3.140978  0.00
58 C 4.782372 -0.096720 -3.909206  0.00
59 C 5.890589 -0.677326 -3.315625  0.00
60 C 5.906648 -0.894279 -1.946782  0.00
61 C 4.820572 -0.524336 -1.176589  0.00
62 C 3.261133 1.481672 0.757547  -0.02
63 C 3.412963 0.835376 1.984366  0.00
64 C 4.219020 1.373031 2.969848  0.01
65 C 4.872190 2.577790 2.748991  0.00
66 C 4.727749 3.229347 1.533880  0.00
67 C 3.940231 2.678653 0.539149  -0.01
68 As -1.392490 1.789164 -0.824055  0.03
69 C -1.659062 1.728712 -2.774251  -0.02
70 C -2.294049 2.708343 -3.536097  0.00
71 C -2.356098 2.594960 -4.914350  0.00
72 C -1.763805 1.516988 -5.555148  0.00
73 C -1.126812 0.537793 -4.808844  0.00
74 C -1.081458 0.642478 -3.429658  0.02
75 C -2.544078 3.375504 -0.479174  0.08
76 C -3.911268 3.217348 -0.759621  0.01
77 C -4.835122 4.172798 -0.397374  0.00
78 C -4.424842 5.303891 0.306046  0.01
79 C -3.088463 5.442478 0.649912  0.00
80 C -2.160593 4.489390 0.274991  0.00
81 H 0.104846 3.729561 -1.596976  0.00
82 H 0.645689 3.165386 -0.001436  0.00
83 H 2.280938 2.733109 -1.940909  0.00
84 H 1.070623 1.614544 -2.600945  -0.01
85 H 2.822528 0.714558 -3.617733  0.00
86 H 4.773853 0.071854 -4.974766  0.00
87 H 6.736972 -0.968764 -3.917122  0.00
88 H 6.771361 -1.346999 -1.484144  0.00
89 H 4.823144 -0.697145 -0.099748  0.00
90 H 2.876507 -0.102233 2.141956  0.05
91 H 4.365080 0.856928 3.906739  0.00
92 H 5.498997 3.000928 3.518274  0.00
93 H 5.245786 4.160812 1.359703  0.00
94 H 3.851417 3.180483 -0.418038  0.00
95 H -2.735931 3.565023 -3.044195  0.00
96 H -2.874118 3.343859 -5.495268  0.00
97 H -1.792908 1.439120 -6.632459  0.00
98 H -0.676375 -0.312634 -5.302443  0.00
99 H -0.590551 -0.118851 -2.827440  0.07
100 H -4.204921 2.321312 -1.305214  0.00
101 H -5.878334 4.056570 -0.655014  0.00
102 H -5.137910 6.065749 0.581804  0.00
103 H -2.764840 6.315343 1.197634  0.00
104 H -1.116387 4.636858 0.525421  0.00
105 C -1.956877 -2.520459 -1.601519  0.02
106 C -0.434025 -2.547752 -1.374192  -0.08
107 C 0.300858 -2.976482 -2.656097  0.00
108 C -0.083933 -3.485977 -0.203566  0.09
109 O -0.015812 -1.276444 -1.013338  -0.24
110 H -2.345599 -3.520205 -1.780596  0.00
111 H -2.184644 -1.890742 -2.460713  0.00
112 H -2.434984 -2.079440 -0.721949  -0.01
113 H 0.082504 -4.010439 -2.907074  0.00
114 H 1.375626 -2.853600 -2.511896  0.00
115 H -0.010510 -2.344959 -3.485250  0.00
116 H -0.416450 -4.504279 -0.384212  0.00
117 H -0.566487 -3.097784 0.699643  -0.01
118 H 0.996572 -3.484123 -0.051527  0.01

Cartesian forces (eV/Å) of the 3 atoms listed first:
0.622 0.370 0.236
-0.015 0.388 -0.081
-0.316 -0.759 -0.188